No. 1
Below is a structure of composition C38H90F6Na2O24S2 in a non-equilibrium geometry, with properties calculated with wB97M-V/def2-TZVPD.

The geometry in ORCA input format:
```
! RIJCOSX wB97M-V def2-TZVPD def2/J DEFGRID3
* xyz 0 1
H -1.841 5.301 -3.928
O 1.545 -5.085 -2.029
H -2.401 1.577 -2.528
C 7.330 -1.301 -3.897
H 0.000 6.904 5.698
H 7.795 -1.570 -4.857
O -7.183 -2.319 -1.817
H -5.577 -2.880 -3.051
C 1.595 4.117 -0.932
H 4.621 -2.069 -2.753
C 0.459 5.182 4.555
H 7.167 -2.630 0.851
H -0.831 5.254 -5.390
H -1.705 -5.733 0.470
H 0.784 1.971 -6.424
O -1.476 -5.323 -1.540
H -0.149 -4.324 -0.334
H 6.679 -1.241 3.547
H 0.831 -3.212 -2.568
H 0.125 3.173 3.088
H -2.465 1.840 8.407
H -4.170 1.603 6.819
H -7.521 -3.002 0.056
H 4.838 -2.736 -0.250
C -5.467 -3.322 -0.306
C -2.303 -5.513 -0.424
H -1.159 -3.296 -1.324
H -2.920 -0.090 2.675
H 1.558 -6.681 -3.335
C -3.775 4.837 2.689
C -0.312 -0.984 0.660
H -1.465 3.859 -0.199
C -6.656 -2.685 -3.069
H -5.058 0.393 4.822
H 8.009 -0.674 -3.324
H 5.649 -4.298 0.204
C -2.460 2.657 -2.420
O 1.211 -4.375 6.051
H 1.700 4.409 7.430
H 0.561 4.196 -1.271
H 7.233 -2.271 -3.376
F -1.309 -5.017 4.217
C 5.180 -3.376 0.567
H -3.980 -0.150 7.018
H 3.332 4.106 -3.648
C -3.022 3.244 1.155
H 0.346 4.160 8.540
H 2.047 -5.155 -4.040
H -1.665 2.127 -0.040
C -1.066 1.469 -8.173
H -4.042 2.846 1.141
H 2.130 -4.354 1.254
O 4.087 -3.736 1.404
C -6.905 -3.253 -0.810
F 0.597 -6.013 3.933
H 1.733 4.677 -0.007
C 5.370 -1.112 -5.164
C 6.714 -0.708 2.586
C 2.116 -5.760 -3.130
H -0.639 0.334 -2.348
H 1.570 6.237 6.096
H 5.434 -2.204 -5.239
H 3.861 0.406 -5.016
C -0.155 1.589 -6.005
Na -0.754 -0.426 5.056
Na 3.467 -1.771 3.037
H 1.498 2.236 3.653
H -3.756 5.907 2.909
C 3.924 -0.688 -5.075
H 1.603 4.788 -5.074
O 5.813 -1.333 1.673
H -4.778 -3.646 -1.101
H 3.478 -1.044 -6.008
H 3.916 -0.473 -2.419
H -7.224 -4.250 -1.152
H -4.819 4.499 2.654
O -4.967 -2.112 0.215
H -0.622 6.537 -4.147
H -2.480 2.745 1.973
C 0.100 0.767 -4.779
H 1.781 3.066 -0.675
C -3.653 0.717 6.432
O 6.108 -0.639 -4.052
F -0.032 -4.482 2.547
C 2.897 -3.894 0.629
O -1.112 0.260 -4.297
C 1.157 3.247 3.454
C 6.217 -2.668 1.399
O 1.888 -3.103 4.076
O -2.253 0.912 6.526
C 1.421 4.928 -3.996
F 0.546 -1.242 -0.338
C 3.703 -1.483 -2.795
H -0.822 2.426 -5.752
H 3.043 -4.658 -0.138
O -3.055 3.096 -1.229
H 7.725 -0.682 2.183
H -0.833 1.570 7.813
C -3.977 0.492 4.996
H -2.903 -1.851 2.978
H 0.545 1.452 -4.036
H -1.397 2.962 -2.461
C -1.833 1.135 7.864
C -0.600 -4.246 -1.334
O 2.528 4.607 -1.873
H 3.155 -5.973 -2.896
H 5.814 -0.652 -6.056
F -1.453 -0.495 0.155
C 2.347 4.080 -3.167
H 0.410 3.305 6.995
H -5.458 -4.051 0.506
H -4.194 -0.298 -0.215
H -2.882 -4.608 -0.187
H -4.410 -1.046 2.792
H 0.787 -0.057 -4.987
H 2.517 -2.945 0.247
H -2.915 3.179 -3.259
H -3.293 4.368 3.566
H 1.737 3.707 2.645
C -2.223 3.073 -0.088
H 1.659 5.980 -3.773
H 6.348 -3.251 2.322
H -3.673 1.347 4.375
C -0.975 -0.416 -3.071
H -2.983 -6.335 -0.631
C 0.540 5.963 5.833
O 1.246 4.028 4.628
O -0.220 -2.610 5.145
H -1.747 0.196 8.419
S 0.489 0.184 1.818
O -3.085 4.631 1.504
H -0.014 -4.567 -3.313
S 0.817 -3.610 4.916
C -0.839 5.474 -4.316
C -3.404 -0.911 3.215
C -0.046 -4.839 3.840
O -0.793 0.780 -6.983
H -5.305 -0.963 -1.462
H -6.897 -1.907 -3.786
O -0.493 0.406 2.865
O 1.653 -0.573 2.265
H -2.109 1.788 -8.228
H -0.856 0.823 -9.034
O -0.083 5.355 6.944
O 0.085 4.668 -3.628
H -3.614 -1.602 -1.253
C -4.503 -1.182 -0.767
H -1.947 -0.866 -2.877
F -0.607 -2.139 1.272
C 0.614 4.262 7.486
H -7.097 -3.633 -3.424
H 0.733 5.844 3.719
H 6.307 0.280 2.786
O 3.139 -1.329 -4.088
O -3.360 -0.719 4.608
H -0.375 2.311 -8.320
H 2.045 3.026 -3.175
H -0.262 -1.251 -3.041
C 0.469 -4.230 -2.385
H 2.927 -1.893 -2.150
H -0.595 4.905 4.388
O 0.853 1.317 1.011
*
```

Calculated values
M (g/mol): 1155.2
HOMO level (hartree): -0.335
Electronic energy (a.u.): -5027.6068
HOMO-LUMO gap (Ha): 0.326

---

No. 2
Below is a cluster of 2 separate species, C6H10O in total, with properties calculated with wB97M-V/def2-TZVPD.

The geometry in ORCA input format:
```
! RIJCOSX wB97M-V def2-TZVPD def2/J DEFGRID3
* xyz 0 1
H 0.615 3.071 0.362
H -2.462 -0.454 -1.333
C -0.501 0.357 1.037
O 0.098 2.513 -0.234
H 0.431 0.003 -1.939
C 0.504 0.029 -0.856
H -0.243 0.296 2.099
H -2.147 -1.011 -0.951
H 2.191 -0.030 0.630
H -1.549 0.666 0.924
H -0.839 -2.581 1.139
C 0.367 1.199 0.096
C -0.352 -2.149 0.270
H 2.380 1.172 -0.752
H -0.022 -2.826 -0.514
C 1.711 0.584 -0.130
C -0.183 -0.841 0.152
*
```

Calculated values
SMILES: C=C1C[C@@]2(O)C[C@@H]12.[H][H]
Energy relative to the best compared isomer or geometry (same formula, charge and spin) (kcal/mol): 70.6
M (g/mol): 98.1
HOMO level (hartree): -0.334
Electronic energy (a.u.): -309.7299
HOMO-LUMO gap (Ha): 0.366

---

No. 3
Below is a cluster of 2 separate species, C2H6N2O in total in a non-equilibrium geometry, with properties calculated with wB97M-V/def2-TZVPD.

The geometry in ORCA input format:
```
! RIJCOSX wB97M-V def2-TZVPD def2/J DEFGRID3
* xyz 0 1
C -0.963 1.320 2.022
H 0.139 -1.602 -2.558
O -0.706 -0.124 -1.567
H 0.381 1.397 0.748
N 0.267 1.016 1.677
C 0.214 -0.951 -1.605
H -1.767 1.716 1.401
H -1.172 1.313 3.242
H 1.829 -1.920 -0.757
N 1.124 -1.219 -0.579
H 0.990 -0.710 0.266
*
```

Calculated values
SMILES: NC=O.C=N
Energy relative to the best compared isomer or geometry (same formula, charge and spin) (kcal/mol): 50.5
M (g/mol): 74.1
HOMO level (hartree): -0.365
Electronic energy (a.u.): -264.5068
HOMO-LUMO gap (Ha): 0.404

---

No. 4
Below is a cluster of 2 separate species, C4H6N2 in total in a non-equilibrium geometry, with properties calculated with wB97M-V/def2-TZVPD.

The geometry in ORCA input format:
```
! RIJCOSX wB97M-V def2-TZVPD def2/J DEFGRID3
* xyz 0 1
H -0.569 1.970 -0.095
C -0.508 0.872 -0.130
H -0.459 -0.095 -2.010
N 0.142 0.308 -1.298
H -0.562 -0.637 1.651
C -1.578 0.180 0.532
C 0.983 -0.628 -0.521
H 0.673 -1.674 -0.611
H 2.041 -0.558 -0.818
H 1.314 0.782 1.128
N -2.032 -0.545 1.330
C 0.557 0.026 0.842
*
```

Calculated values
Energy relative to the best compared isomer or geometry (same formula, charge and spin) (kcal/mol): 121.1
M (g/mol): 82.1
HOMO level (hartree): -0.339
Electronic energy (a.u.): -265.3426
HOMO-LUMO gap (Ha): 0.358